DFT (ωB97M-V/def2-TZVPD) results for a 2-piece molecular cluster, C6H16 overall.

```
22
Properties=species:S:1:pos:R:3:forces:R:3:mulliken_charge:R:1
C 0.881720 0.134336 -1.130894 0.540 -0.729 0.359 1.13
C 0.302237 -1.253549 -1.458824 -0.858 -0.371 0.973 -1.34
C 2.137151 -0.083889 -0.239399 -0.809 -0.367 -0.543 -1.68
C 1.179611 0.855315 -2.444570 -0.208 0.429 -0.784 -1.28
H 0.252325 0.662312 -0.416023 -0.596 0.388 -0.705 -0.03
H -0.264282 -1.309361 -2.381106 0.295 0.181 -0.444 0.43
H 2.655462 0.851348 -0.047060 0.192 -0.046 0.044 0.39
H 1.762406 -0.512481 0.689340 0.209 0.109 0.278 0.39
H 2.776037 -0.851525 -0.677260 0.368 0.291 -0.099 0.43
H 2.215272 1.184845 -2.510307 0.027 0.130 0.020 0.31
H 0.984586 0.222954 -3.316211 0.410 -0.411 0.240 0.30
H -0.447346 -1.629976 -0.742665 0.391 0.303 0.287 0.30
H 1.105643 -1.989727 -1.438571 -0.026 -0.102 -0.412 0.31
H 0.534363 1.694599 -2.731683 0.075 0.213 0.778 0.33
C -1.649295 0.730055 1.863736 0.158 -1.235 0.218 -0.50
C -2.347925 -0.186150 2.888520 -0.338 0.184 -1.017 -0.93
H -2.272814 1.599942 1.714250 0.322 0.425 -0.270 0.30
H -0.620377 0.949774 2.153377 -0.193 0.488 0.329 0.27
H -1.491942 0.170526 0.939700 -0.492 0.224 -0.258 0.02
H -2.280563 0.250679 3.879833 0.117 -0.450 0.248 0.28
H -2.004428 -1.214296 2.776342 0.432 0.082 0.654 0.31
H -3.407842 -0.275729 2.629476 -0.016 0.267 0.105 0.27
```
Positions in Å, forces in eV/Å.

Output
Spin multiplicity = 1
SMILES = CC(C)C.CC
Highest occupied orbital energy = -0.4048 Ha
Gap between HOMO and LUMO = 12.0 eV